[1]
{
  "formula": "C24H25Br2N4O7Rb",
  "method": "wB97M-V/def2-TZVPD",
  "species": ["Rb", "O", "C", "C", "N", "C", "C", "O", "O", "C", "C", "O", "O", "H", "H", "H", "H", "H", "H", "H", "H", "H", "C", "C", "O", "N", "C", "C", "C", "C", "C", "C", "N", "H", "H", "H", "H", "H", "H", "H", "H", "H", "H", "C", "C", "C", "C", "C", "C", "Br", "C", "C", "Br", "C", "O", "C", "N", "H", "H", "H", "H", "H", "H"],
  "xyz": [[0.7274, 0.1851, -0.0279], [-1.2920, -2.9807, -2.9477], [-2.3994, -2.5080, -2.2098], [-2.8360, -1.0895, -2.5366], [-1.8243, -0.0951, -2.2529], [-0.8579, 0.1075, -3.3288], [0.5600, -0.2596, -2.8674], [1.3989, 0.6515, -2.7463], [0.7328, -1.4733, -2.5590], [-2.3749, 1.1378, -1.7043], [-3.0785, 0.9108, -0.3403], [-4.2548, 1.3083, -0.2498], [-2.3817, 0.3443, 0.5337], [-0.5086, -2.4475, -2.6516], [-2.1837, -2.5435, -1.1394], [-3.2370, -3.1863, -2.4093], [-3.7180, -0.8748, -1.9264], [-3.1509, -1.0303, -3.5965], [-0.8659, 1.1503, -3.6680], [-1.1111, -0.5384, -4.1783], [-3.0836, 1.6087, -2.4075], [-1.5475, 1.8332, -1.5394], [3.8691, -3.5306, 1.9195], [2.8524, -3.1066, 0.8819], [2.7138, -1.9481, 0.5616], [2.0976, -4.1159, 0.3632], [0.9704, -3.8554, -0.5228], [-0.3369, -3.7362, 0.2183], [-1.2270, -4.8009, 0.2961], [-2.4274, -4.6215, 0.9636], [-2.7048, -3.3856, 1.5198], [-1.7621, -2.3729, 1.3893], [-0.5997, -2.5504, 0.7670], [4.6432, -2.7714, 1.9761], [4.3101, -4.5031, 1.6966], [3.3728, -3.5868, 2.8893], [2.1597, -5.0130, 0.8170], [0.9081, -4.6599, -1.2586], [1.1716, -2.9289, -1.0642], [-0.9949, -5.7366, -0.1974], [-3.1476, -5.4292, 1.0251], [-3.6452, -3.1831, 2.0134], [-1.9682, -1.3628, 1.7220], [0.6017, 3.8802, -1.8417], [0.9191, 4.3100, -0.4377], [0.9087, 5.6802, -0.0913], [1.1834, 6.0511, 1.1890], [1.4761, 5.0683, 2.1603], [1.7829, 5.3485, 3.5158], [1.8234, 7.1494, 4.1579], [2.0536, 4.3320, 4.3887], [2.0413, 3.0049, 3.9697], [2.4422, 1.6577, 5.2550], [1.7494, 2.5899, 2.6464], [1.7360, 1.4151, 2.2476], [1.4599, 3.7219, 1.7302], [1.1859, 3.3824, 0.4473], [1.0495, 4.5621, -2.5679], [-0.4786, 3.8937, -2.0086], [0.9569, 2.8683, -2.0396], [0.6801, 6.4228, -0.8464], [1.1781, 7.0950, 1.4784], [2.2824, 4.5551, 5.4231]],
  "mulliken_charge": [0.90, -0.66, 0.14, -1.26, 0.96, -0.67, -0.06, -0.75, -0.77, -0.20, 0.24, -0.82, -0.59, 0.50, -0.27, 0.55, 0.53, 0.29, 0.42, 0.35, 0.18, -0.12, -1.34, 0.59, -0.46, -0.03, -1.02, 0.62, -0.47, -0.36, -0.68, -0.57, 0.25, 0.34, 0.35, 0.26, 0.25, 0.44, 0.08, 0.37, 0.36, 0.42, 0.58, -1.33, 0.72, -0.76, -0.77, 1.16, -0.05, -0.33, -0.33, -0.06, -0.26, 0.23, -0.60, -0.51, -0.07, 0.49, 0.25, 0.28, 0.40, 0.30, 0.37],
  "total_charge": -2,
  "energy_ev": -186332.107,
  "homo_lumo_gap_ev": 5.7,
  "homo_ev": -1.93
}

---

[2]
{
  "formula": "C37H53BCdN10O5PS4",
  "method": "wB97M-V/def2-TZVPD",
  "species": ["Cd", "C", "C", "C", "C", "N", "N", "B", "N", "C", "C", "C", "C", "N", "N", "C", "C", "C", "C", "N", "N", "C", "C", "C", "C", "N", "H", "H", "H", "H", "H", "H", "H", "H", "H", "H", "H", "H", "H", "H", "H", "H", "H", "H", "H", "H", "O", "C", "S", "C", "C", "S", "S", "S", "C", "N", "C", "C", "O", "N", "C", "C", "H", "H", "H", "H", "H", "H", "H", "H", "H", "H", "H", "H", "C", "O", "P", "O", "C", "O", "C", "H", "H", "H", "H", "H", "H", "H", "H", "H", "C", "C", "C", "C", "C", "C", "C", "C", "C", "C", "H", "H", "H", "H", "H", "H", "H", "H", "H", "H", "H", "H"],
  "xyz": [[-1.2932, -1.4034, -0.8092], [-2.7380, -0.9944, 2.6758], [-1.3024, -1.3837, 2.7534], [-0.6596, -2.0614, 3.8082], [0.6352, -2.2231, 3.3811], [0.7464, -1.6638, 2.1589], [-0.4475, -1.1628, 1.7667], [1.9780, -1.7305, 1.2499], [2.2465, -0.4209, 0.4649], [3.3913, 0.2861, 0.3734], [3.2348, 1.2213, -0.6257], [1.9343, 0.9954, -1.1172], [1.2169, 1.7072, -2.2192], [1.3536, 0.0083, -0.4521], [1.8320, -2.8825, 0.2295], [2.7396, -3.2681, -0.6892], [2.1765, -4.2758, -1.4392], [0.8808, -4.4359, -0.8991], [-0.1990, -5.3893, -1.2930], [0.6894, -3.5846, 0.0974], [3.2040, -2.0725, 2.1411], [3.6575, -3.3149, 2.4047], [4.5761, -3.2261, 3.4257], [4.6113, -1.8532, 3.7401], [5.4184, -1.1656, 4.7959], [3.7801, -1.1725, 2.9687], [-3.1598, -0.9206, 3.6803], [-2.8833, -0.0479, 2.1544], [-3.2940, -1.7428, 2.1072], [-1.0873, -2.3775, 4.7444], [1.4776, -2.6761, 3.8732], [4.2191, 0.0863, 1.0278], [3.9523, 1.9495, -0.9655], [1.9154, 1.9911, -3.0096], [0.4435, 1.0661, -2.6388], [0.7402, 2.6212, -1.8561], [3.7138, -2.8084, -0.7350], [2.6254, -4.8139, -2.2582], [0.1960, -6.4016, -1.4136], [-0.9827, -5.3912, -0.5380], [-0.6662, -5.0889, -2.2324], [3.2891, -4.1651, 1.8578], [5.1370, -4.0246, 3.8813], [6.3141, -1.7417, 5.0314], [5.7157, -0.1711, 4.4654], [4.8416, -1.0498, 5.7160], [-7.8964, -3.4675, -2.6369], [-6.8659, -3.1039, -2.1035], [-5.6301, -4.1856, -1.4856], [-4.5348, -2.9728, -0.8031], [-4.9126, -1.6822, -0.9581], [-4.0707, -0.2645, -0.4364], [-6.4206, -1.4235, -1.8569], [-3.0964, -3.5549, -0.0397], [-1.0667, 2.7231, -4.4380], [-1.0860, 3.3222, -3.1146], [-0.1695, 4.4261, -2.9318], [-1.4221, 2.4746, -2.0535], [-1.5396, 1.2808, -2.2032], [-1.5793, 3.0781, -0.8154], [-2.2747, 4.3480, -0.6950], [-1.7760, 2.1520, 0.3070], [-1.7347, 3.2633, -5.1155], [-1.3737, 1.6823, -4.3712], [-0.0543, 2.7513, -4.8536], [0.8064, 4.1862, -3.3716], [-0.0190, 4.6280, -1.8758], [-0.5403, 5.3384, -3.4131], [-2.2905, 4.8719, -1.6453], [-1.7997, 4.9867, 0.0562], [-3.3119, 4.1812, -0.3844], [-2.0947, 1.1998, -0.1168], [-2.6247, 2.5148, 0.8815], [-0.8355, 0.9829, 1.8062], [0.3777, -4.4574, -5.0949], [-0.0745, -3.1360, -5.3023], [-0.5182, -2.2524, -3.9460], [-1.7039, -1.4023, -4.6160], [-3.0458, -1.6044, -4.1695], [0.6090, -1.0787, -4.0838], [1.9182, -1.4730, -3.7034], [1.2130, -4.6485, -5.7729], [-0.4161, -5.1799, -5.3074], [0.7200, -4.6204, -4.0692], [-3.6154, -0.7303, -4.4773], [-3.1025, -1.6793, -3.0847], [-3.4670, -2.5016, -4.6281], [2.5865, -0.6464, -3.9398], [2.2425, -2.3574, -4.2617], [1.9709, -1.6830, -2.6327], [1.4236, 1.9358, 2.5974], [0.3020, 2.7990, 1.9798], [0.9658, 3.8446, 1.0694], [-0.5379, 1.8062, 1.1435], [-0.4246, 3.5254, 3.1124], [0.3224, 4.2981, 4.0093], [-0.2702, 4.9844, 5.0552], [-1.6461, 4.9317, 5.2367], [-2.4034, 4.1688, 4.3650], [-1.7979, 3.4684, 3.3268], [1.8507, 1.2790, 1.8377], [1.0294, 1.3068, 3.3971], [2.2305, 2.5473, 3.0052], [1.5940, 3.3411, 0.3338], [1.5951, 4.5252, 1.6469], [0.2233, 4.4387, 0.5415], [0.1610, 1.3430, 0.4433], [1.3956, 4.3684, 3.8874], [0.3471, 5.5539, 5.7398], [-2.1161, 5.4688, 6.0517], [-3.4770, 4.1033, 4.4913], [-2.4187, 2.8498, 2.7024]],
  "lowdin_spin": [0.32, 0.00, 0.00, 0.00, 0.00, 0.00, 0.03, 0.01, 0.00, 0.00, 0.00, 0.00, 0.00, 0.05, 0.00, 0.00, 0.00, 0.01, 0.00, 0.02, 0.00, 0.00, 0.00, 0.00, 0.00, 0.00, 0.00, 0.00, 0.00, 0.00, 0.00, 0.00, 0.00, 0.00, 0.00, 0.00, 0.00, 0.00, 0.00, 0.00, 0.00, 0.00, 0.00, 0.00, 0.00, 0.00, 0.00, 0.00, 0.00, 0.01, 0.01, 0.10, 0.00, 0.12, 0.00, 0.00, 0.00, 0.00, 0.05, 0.00, 0.00, 0.00, 0.00, 0.00, 0.00, 0.00, 0.00, 0.00, 0.00, 0.00, 0.00, 0.01, 0.00, 0.00, 0.00, 0.03, 0.11, 0.01, 0.01, 0.02, 0.00, 0.00, 0.00, 0.00, 0.00, 0.01, 0.00, 0.00, 0.00, 0.00, 0.00, 0.00, 0.00, 0.00, 0.00, 0.00, 0.00, 0.00, 0.00, 0.00, 0.00, 0.00, 0.00, 0.00, 0.00, 0.00, 0.00, 0.00, 0.00, 0.00, 0.00, 0.00],
  "total_charge": -2,
  "spin_multiplicity": 2,
  "e_above_lowest_ev": 0.352,
  "energy_ev": -122244.277,
  "homo_lumo_gap_ev": [4.0, 4.9],
  "homo_ev": [-0.03, -0.95]
}

---

[3]
{
  "formula": "C5H5BiCl2NO4Rh",
  "method": "wB97M-V/def2-TZVPD",
  "species": ["Bi", "Rh", "Cl", "Cl", "C", "C", "C", "O", "O", "O", "C", "C", "N", "O", "H", "H", "H", "H", "H"],
  "xyz": [[0.5618, -0.5470, -2.6817], [0.0020, 1.2459, 1.9560], [-0.3536, -2.4613, -1.3814], [-1.7347, 0.7069, -4.1073], [0.7437, 2.1318, 0.6145], [-0.1225, -1.9296, -4.5290], [1.0413, 0.9481, -4.9311], [1.2390, 2.7066, -0.2821], [-0.9849, -2.4603, -5.0646], [0.8670, 1.5687, -5.8691], [-1.7426, -1.9521, 4.1246], [-0.8766, -1.0873, 3.2617], [-0.0214, -1.6569, 2.4142], [-0.9542, 0.1806, 3.3495], [-1.1296, -2.4374, 4.8929], [-2.2245, -2.7291, 3.5214], [-2.5041, -1.3360, 4.6051], [0.5862, -1.0851, 1.8186], [0.0423, -2.6634, 2.3411]],
  "lowdin_spin": [-0.01, 2.06, 0.00, 0.96, 0.11, 0.00, 0.03, 0.07, 0.00, 0.03, -0.01, 0.02, 0.28, 0.42, 0.00, 0.00, 0.00, 0.03, 0.01],
  "total_charge": 4,
  "spin_multiplicity": 5,
  "e_above_lowest_ev": 0.000,
  "energy_ev": -48783.525,
  "homo_lumo_gap_ev": [8.3, 6.1],
  "homo_ev": [-25.82, -25.74]
}

---

[4]
{
  "formula": "C7H15NS",
  "method": "wB97M-V/def2-TZVPD",
  "species": ["C", "C", "C", "C", "C", "C", "C", "N", "S", "H", "H", "H", "H", "H", "H", "H", "H", "H", "H", "H", "H", "H", "H", "H"],
  "xyz": [[-2.4065, -0.3257, 0.1519], [-3.4395, 0.7838, 0.3025], [2.2856, -0.9432, 0.4444], [0.9950, 0.3983, -1.2379], [1.0540, 1.1946, 1.0899], [-0.0924, -1.0185, 0.5979], [1.0455, -0.0575, 0.1896], [-1.3476, -0.1505, 0.8037], [-0.2752, -2.5712, -0.3870], [-2.5744, -1.2216, -0.5000], [-3.5940, 1.4062, -0.6171], [-4.3966, 0.3837, 0.7327], [-2.9781, 1.3899, 1.1692], [3.1605, -0.5799, -0.1520], [2.4429, -1.0750, 1.4920], [2.2171, -1.9795, 0.0993], [0.3767, 1.3855, -1.4090], [1.9453, 0.4528, -1.5252], [0.5331, -0.4576, -1.7234], [0.2238, 1.8861, 0.6789], [2.0547, 1.7872, 1.1800], [0.6866, 0.9094, 2.0894], [0.1096, -1.3968, 1.6093], [0.1558, -2.1427, -1.6383]],
  "mulliken_charge": [0.06, -0.93, -1.66, -1.48, -1.49, -0.69, 1.62, -0.29, -0.17, 0.35, 0.25, 0.31, 0.25, 0.36, 0.40, 0.39, 0.28, 0.47, 0.26, 0.29, 0.31, 0.39, 0.51, 0.20],
  "smiles": "C/C=N/[C@@H](S)C(C)(C)C",
  "e_above_lowest_ev": 0.000,
  "energy_ev": -19825.876,
  "homo_lumo_gap_ev": 9.8,
  "homo_ev": -9.13
}

---

[5]
{
  "formula": "C29H31Cl4CrFN3O2S",
  "method": "wB97M-V/def2-TZVPD",
  "species": ["Cr", "Cl", "C", "C", "Cl", "C", "Cl", "C", "O", "C", "O", "C", "Cl", "C", "C", "C", "C", "C", "C", "C", "C", "C", "C", "C", "C", "N", "C", "C", "C", "C", "C", "C", "F", "H", "H", "H", "H", "H", "H", "H", "H", "H", "H", "H", "H", "H", "H", "H", "H", "H", "H", "H", "H", "H", "C", "S", "C", "H", "H", "H", "H", "H", "H", "N", "C", "C", "C", "N", "H", "H", "H", "H"],
  "xyz": [[0.5234, -0.6016, 0.2172], [-0.0780, 3.6160, 5.7184], [0.4894, 2.4821, 4.5300], [1.7562, 1.9407, 4.6348], [2.8045, 2.3672, 5.9538], [2.1889, 1.0251, 3.6549], [3.7711, 0.3040, 3.7434], [1.3877, 0.6558, 2.5920], [1.7934, -0.2101, 1.6581], [0.0559, 1.1918, 2.4822], [-0.6973, 0.8110, 1.5021], [-0.3436, 2.1092, 3.4634], [-1.9426, 2.7756, 3.2999], [4.4244, -2.0068, 0.1676], [3.8764, -1.4764, -1.1632], [4.5938, -2.1237, -2.3502], [3.9551, 0.0418, -1.2123], [5.2134, 0.6336, -1.1546], [5.3559, 2.0085, -1.1727], [4.2209, 2.7981, -1.2467], [2.9386, 2.2495, -1.3074], [1.7787, 3.2355, -1.3874], [0.8196, 3.1577, -0.1973], [1.0051, 3.1580, -2.7063], [2.8055, 0.8514, -1.2945], [1.5186, 0.2273, -1.3553], [1.1332, -0.2627, -2.5684], [1.7622, -0.0704, -3.8160], [1.2423, -0.6162, -4.9846], [0.0832, -1.3823, -4.9889], [-0.5606, -1.6084, -3.7724], [-0.0172, -1.0596, -2.6504], [-0.6504, -1.3189, -1.4258], [4.3054, -3.0951, 0.2222], [3.9005, -1.5488, 1.0086], [5.4918, -1.7809, 0.2677], [2.8267, -1.7590, -1.2230], [5.6641, -1.8941, -2.3356], [4.1828, -1.7722, -3.2996], [4.4853, -3.2122, -2.3140], [6.0953, 0.0047, -1.0804], [6.3393, 2.4623, -1.1207], [4.3216, 3.8791, -1.2500], [2.2517, 4.2199, -1.3545], [0.1722, 2.2849, -0.2593], [0.1812, 4.0481, -0.1684], [1.3609, 3.1048, 0.7505], [0.3925, 2.2559, -2.7452], [1.6777, 3.1585, -3.5685], [0.3375, 4.0220, -2.7971], [2.6638, 0.5289, -3.8450], [1.7593, -0.4322, -5.9195], [-0.3126, -1.7998, -5.9053], [-1.4672, -2.1988, -3.6971], [-2.7304, 2.7006, -3.0756], [-2.4248, 1.3340, -1.9473], [-2.9457, 2.1105, -0.4007], [-2.2312, 3.5990, -2.7108], [-3.7964, 2.8958, -3.1984], [-2.3015, 2.4306, -4.0410], [-4.0340, 2.1592, -0.3232], [-2.5254, 3.1162, -0.3393], [-2.5228, 1.5371, 0.4255], [0.1328, -2.2432, 2.6872], [-0.7033, -2.9495, 3.4534], [-1.8293, -3.2000, 2.6965], [-1.5710, -2.5724, 1.4660], [-0.3775, -1.9976, 1.4875], [1.0119, -1.7873, 2.9099], [-0.4461, -3.2104, 4.4669], [-2.7120, -3.7416, 2.9916], [-2.1950, -2.4914, 0.5890]],
  "lowdin_spin": [3.71, 0.00, 0.00, 0.00, 0.00, 0.00, 0.00, 0.00, 0.04, 0.01, 0.06, 0.00, 0.00, 0.00, 0.01, 0.00, 0.00, 0.00, 0.00, 0.00, 0.00, 0.00, 0.00, 0.00, 0.01, 0.02, 0.01, 0.00, 0.00, 0.01, 0.00, 0.01, 0.04, 0.00, 0.00, 0.00, 0.01, 0.00, 0.00, 0.00, 0.00, 0.00, 0.00, 0.00, 0.00, 0.00, 0.00, 0.00, 0.00, 0.00, 0.00, 0.00, 0.00, 0.00, 0.00, 0.00, 0.00, 0.00, 0.00, 0.00, 0.00, 0.00, 0.00, 0.01, 0.01, 0.00, 0.01, 0.02, 0.00, 0.00, 0.00, 0.00],
  "total_charge": -1,
  "spin_multiplicity": 5,
  "e_above_lowest_ev": 1.052,
  "energy_ev": -131209.856,
  "homo_lumo_gap_ev": [6.5, 6.6],
  "homo_ev": [-4.05, -4.19]
}

---

[6]
{
  "formula": "C4H6O2Si",
  "method": "wB97M-V/def2-TZVPD",
  "species": ["C", "C", "C", "C", "O", "O", "Si", "H", "H", "H", "H", "H", "H"],
  "xyz": [[0.3942, -1.1597, -0.1795], [-0.0223, 0.0951, -0.1464], [2.0902, 1.0026, 0.0878], [1.9265, -1.3951, -0.0419], [2.3370, 2.1477, 0.3378], [2.6518, -0.1572, -0.0348], [-1.1446, 1.6362, -0.0381], [-0.2509, -2.0636, -0.1468], [2.2025, -1.7407, 0.9579], [2.2765, -2.1748, -0.7932], [-0.5422, 2.6554, 0.6195], [-2.2032, 1.0319, 0.8135], [-1.6813, 1.9366, -1.4498]],
  "mulliken_charge": [0.18, -0.59, 0.42, -0.29, -0.42, -0.25, 0.38, 0.32, 0.26, 0.29, -0.12, -0.11, -0.07],
  "e_above_lowest_ev": 4.585,
  "energy_ev": -16213.500,
  "homo_lumo_gap_ev": 9.0,
  "homo_ev": -8.17
}

---

- Number 3 is which compound?
  C5H5BiCl2NO4Rh